A 12-piece molecular cluster, C93H204N12O12 overall in a non-equilibrium geometry, computed with ωB97M-V/def2-TZVPD.

XYZ file:
```
321
Properties=species:S:1:pos:R:3:forces:R:3
C -3.7533 5.4757 -3.1306 -0.1 -0.9 -0.4
C -4.2111 4.7284 -1.8517 2.3 1.5 1.5
C -5.4443 3.9040 -2.1046 -0.1 -0.9 -0.4
O -6.5292 4.7021 -2.4933 -0.8 0.3 -0.3
C -7.0187 5.4287 -1.4000 0.1 0.9 0.6
N -3.0179 4.0546 -1.1833 -1.5 -2.3 -0.4
H -3.6127 4.7339 -3.9574 -0.2 0.5 0.4
H -2.7370 5.9425 -2.9985 -1.3 -0.1 0.1
H -4.6096 6.1525 -3.3977 1.2 -0.3 -0.1
H -4.4168 5.5777 -1.1709 -0.3 -0.6 -0.1
H -5.8066 3.2413 -1.2943 0.7 0.3 0.1
H -5.2288 3.2544 -2.9580 0.0 -0.1 -0.1
H -6.9206 4.8489 -0.4927 0.1 -0.3 0.5
H -8.0662 5.7127 -1.4548 -0.2 -0.3 -0.7
H -6.4689 6.3701 -1.2464 0.0 -0.1 -0.1
H -3.0236 3.0453 -1.5305 0.4 1.6 0.3
H -3.1786 3.8640 -0.1576 0.0 0.7 -1.1
C -0.4638 3.4054 -6.1548 -0.1 0.1 0.2
C 0.6365 2.4517 -6.5820 1.0 -0.8 1.2
C 1.6247 3.1447 -7.4894 0.8 -0.9 0.2
O 2.5464 2.1520 -7.9596 -0.4 0.0 0.6
C 3.6968 2.5898 -8.6210 0.5 -0.1 -1.6
N 1.4510 1.8941 -5.3890 -2.2 1.5 -1.0
H -1.1134 3.6864 -7.0307 0.6 -0.3 0.9
H 0.0779 4.2938 -5.8163 -0.6 0.2 0.3
H -1.0887 2.9674 -5.3260 0.6 0.6 -0.9
H 0.1490 1.6634 -7.1466 0.2 -0.4 -0.2
H 2.2358 3.8648 -6.9555 -0.3 0.5 0.3
H 1.1022 3.5793 -8.3177 -0.2 0.5 -0.7
H 4.4025 3.2546 -8.0746 -0.8 -0.3 0.2
H 3.3955 3.1100 -9.5828 0.5 -0.5 0.9
H 4.2473 1.6504 -8.8698 -0.3 0.8 0.0
H 0.7986 1.4061 -4.7594 0.8 0.0 -0.6
H 2.1740 1.3007 -5.7525 0.0 -0.6 0.1
C -4.1547 -3.8123 4.8511 -0.4 -0.1 -0.3
C -2.9644 -2.9126 5.1688 0.9 0.2 0.8
C -1.9183 -3.7836 5.9246 0.4 -0.4 0.0
O -0.8867 -2.9863 6.5720 -1.0 0.0 -1.2
C -0.9122 -3.1802 7.9412 0.9 0.5 1.9
N -2.3088 -2.2082 4.0432 -0.4 -1.7 0.2
H -4.6921 -3.5195 3.9460 -0.5 0.7 0.5
H -4.8238 -4.0766 5.7275 0.8 0.8 -1.0
H -3.8052 -4.7358 4.4766 0.8 -1.5 -0.1
H -3.3415 -2.1546 5.8387 0.0 0.3 0.8
H -1.4124 -4.5125 5.2300 -0.5 0.8 0.3
H -2.3533 -4.4015 6.7444 -0.3 0.4 -0.8
H -0.2661 -2.4133 8.4458 -0.5 -1.0 -0.6
H -0.5594 -4.1778 8.2226 0.2 -0.1 -0.1
H -1.9117 -3.1012 8.3785 -0.2 0.3 -0.2
H -1.5485 -1.5852 4.2980 -0.5 -0.1 0.1
H -2.9684 -1.8304 3.3862 0.1 0.4 0.0
C -2.8930 -5.6824 0.1127 0.0 0.0 -0.5
C -2.0576 -6.4429 -0.9643 0.8 1.1 2.4
C -1.6276 -5.5521 -2.0898 0.9 1.0 -0.8
C -0.5378 -4.5683 -1.6754 -0.7 1.2 1.3
C 0.6733 -5.2363 -1.0822 -0.9 0.5 0.8
C 0.2777 -6.1702 0.1175 0.7 0.6 -2.1
N -0.8342 -7.0777 -0.3887 1.9 0.7 0.1
O -1.1947 -7.8689 0.7190 -0.9 0.5 0.9
C 1.5985 -6.9395 0.3685 -1.8 0.8 1.3
C 0.0039 -5.3669 1.4009 -1.3 1.3 0.5
C -2.8592 -7.5266 -1.5144 -0.8 -2.5 -1.4
H -3.8941 -5.6977 -0.2793 -0.7 0.2 -0.1
H -2.6207 -4.6372 0.2200 0.2 0.1 0.2
H -2.9598 -6.1575 1.0963 0.4 -0.1 -0.3
H -1.2162 -6.1494 -2.9252 -0.4 0.0 0.3
H -2.5062 -5.0014 -2.4548 0.1 -0.2 0.0
H -0.9543 -3.8774 -0.8693 0.3 -0.8 -1.1
H -0.1719 -3.9217 -2.4731 -0.4 0.1 -0.3
H 1.3379 -4.4448 -0.7161 0.0 -0.1 0.2
H 1.2120 -5.7022 -1.8960 0.2 -0.8 0.0
H 1.9998 -7.3738 -0.4992 0.2 -1.2 -1.0
H 2.3145 -6.1931 0.6913 0.2 0.1 0.2
H 1.3474 -7.5780 1.2072 0.7 -0.7 0.0
H -0.0958 -4.2324 1.2636 0.0 -1.5 -0.1
H -0.8816 -5.6920 2.0192 0.9 0.2 -0.9
H 0.8734 -5.5041 2.0214 0.2 0.1 0.5
H -3.4816 -7.2609 -2.3948 0.2 0.2 0.7
H -3.4835 -8.0393 -0.7713 0.2 0.1 -0.2
H -2.1007 -8.2411 -1.8899 -0.6 -0.1 0.0
H -0.9260 -8.7590 0.5373 0.3 -0.6 -0.5
C -6.0930 -3.1120 -2.5075 1.2 1.3 0.0
C -7.2621 -2.2969 -1.9939 -0.5 0.0 0.7
C -8.2188 -3.1323 -1.0795 0.5 1.5 0.0
C -7.5602 -3.5516 0.2057 0.9 -2.2 0.2
C -7.0745 -2.3442 0.9636 -1.1 -0.3 -0.2
C -6.1159 -1.4752 0.1401 -0.2 -1.7 0.1
N -6.8271 -1.2299 -1.1252 0.1 1.4 0.3
O -5.9958 -0.3764 -1.9093 1.3 -0.2 0.6
C -5.9701 -0.1600 0.8496 -0.4 1.3 1.2
C -4.7582 -2.1921 -0.0210 0.2 0.8 -0.7
C -8.0278 -1.6547 -3.1353 -0.4 0.3 -0.8
H -6.1380 -3.4201 -3.5289 -0.7 -0.8 -0.5
H -5.9555 -3.8755 -1.7790 0.5 -1.1 -0.2
H -5.1718 -2.4752 -2.5450 -0.8 -0.4 0.3
H -9.1135 -2.5635 -0.7982 0.2 0.3 -0.4
H -8.5363 -3.9257 -1.6708 -0.7 -1.8 -0.9
H -6.7402 -4.2793 0.0218 -0.1 0.5 -0.1
H -8.2313 -4.1938 0.8143 0.0 0.7 -0.2
H -6.7273 -2.6121 1.9636 0.4 0.2 -0.2
H -8.0318 -1.8369 1.0739 0.2 0.9 0.5
H -5.1021 0.4252 0.5767 0.6 -0.2 0.0
H -6.7779 0.4967 0.4625 0.0 -0.4 0.8
H -5.9755 -0.2642 2.0063 -0.1 0.2 -2.0
H -4.1760 -1.5952 -0.7532 0.0 -0.5 0.3
H -4.2372 -2.1216 0.9143 0.3 -0.1 0.6
H -4.7673 -3.2407 -0.3513 -0.2 0.5 0.3
H -7.4427 -0.9348 -3.7746 -0.4 -0.9 0.7
H -8.9131 -1.1308 -2.7581 0.1 0.0 0.0
H -8.3605 -2.4587 -3.7984 -0.1 0.1 0.0
H -6.6222 0.1814 -2.3374 -0.6 0.9 -0.4
C 4.2199 7.5350 0.0130 -1.0 1.4 -0.7
C 3.9600 6.2272 -0.7255 0.6 1.2 -1.0
C 2.9123 5.4209 -0.0113 -1.7 1.3 -1.1
C 2.3472 4.3022 -0.8144 -2.8 -0.1 -0.6
C 1.7478 4.8263 -2.1399 3.4 -1.5 -0.4
C 2.7480 5.6771 -2.9370 0.9 1.3 0.2
N 3.4003 6.7208 -2.0180 -0.7 -0.8 -0.7
O 4.4432 7.3981 -2.7747 -0.1 -1.1 0.4
C 3.7432 4.8170 -3.7104 1.2 0.2 1.4
C 1.9833 6.5095 -3.9473 -0.1 -0.4 -0.7
C 5.2416 5.4315 -0.8680 -0.1 -1.5 0.0
H 4.5798 7.4314 0.9932 0.5 -0.6 1.5
H 3.2547 8.1279 0.1055 1.1 -0.7 -0.3
H 4.9728 8.1633 -0.4959 -0.4 -0.3 0.0
H 3.2930 5.0768 0.8977 0.7 -0.4 1.7
H 2.0430 6.1019 0.1689 0.6 -0.3 0.2
H 1.4378 3.8772 -0.3137 0.9 0.2 0.1
H 2.9796 3.4663 -0.9972 0.9 -0.6 -0.2
H 0.9530 5.4554 -2.0345 -2.6 1.3 0.9
H 1.4762 3.9541 -2.7449 -0.2 0.3 -0.1
H 3.1759 4.3092 -4.4354 -0.5 -0.8 -1.2
H 4.5478 5.4077 -4.1632 -0.3 0.0 0.0
H 4.2374 4.0606 -3.0709 -0.4 0.3 -0.3
H 2.5914 7.0502 -4.6353 1.0 1.0 0.0
H 1.5295 5.8850 -4.6726 -0.8 -1.4 -0.5
H 1.1757 7.1252 -3.6106 -0.2 0.5 0.8
H 5.9115 5.8420 -1.5899 0.5 0.7 -0.3
H 5.0760 4.3866 -1.2301 -0.1 0.7 0.5
H 5.7288 5.3664 0.1060 0.1 0.0 0.0
H 4.1465 8.2975 -2.9224 -0.5 0.1 0.2
C 4.1815 -1.0145 -6.0284 -0.2 -2.3 1.4
C 3.0588 -2.0554 -6.4786 1.2 1.0 -0.5
C 2.6910 -2.9667 -5.2755 -1.1 1.9 0.7
C 1.4455 -3.7906 -5.5140 0.1 0.8 -1.3
C 0.3691 -2.7742 -5.8001 -2.1 -2.1 0.4
C 0.5412 -1.9537 -7.0077 1.4 0.8 -2.3
N 1.8526 -1.2258 -6.8563 0.2 -0.2 0.0
O 2.1088 -0.4868 -8.0770 0.0 -1.6 0.4
C 0.4943 -2.7130 -8.4344 -0.3 -0.2 0.3
C -0.5684 -0.8500 -6.9974 1.9 -1.1 -3.6
C 3.6697 -2.9560 -7.6302 -0.1 2.0 0.7
H 3.8852 -0.2050 -5.3653 -0.5 -0.4 0.5
H 4.6768 -0.5247 -6.7858 0.5 1.0 -2.5
H 5.0572 -1.5601 -5.5845 -1.2 0.2 0.1
H 3.5286 -3.5135 -4.9359 1.1 -0.6 0.2
H 2.4159 -2.2513 -4.4311 0.5 -0.8 -0.7
H 1.0929 -4.3907 -4.7085 0.2 -0.5 1.0
H 1.5108 -4.4589 -6.3792 0.3 0.0 0.0
H 0.1871 -2.1499 -4.9342 0.2 0.3 0.2
H -0.5878 -3.3492 -5.9061 0.4 0.5 -0.1
H 1.0958 -3.6595 -8.7332 -0.7 1.6 1.3
H -0.5752 -2.9886 -8.5406 0.5 0.2 -0.4
H 0.7958 -1.9143 -9.1441 -0.5 -0.7 0.2
H -0.2189 -0.1591 -6.3276 0.4 1.8 2.0
H -0.5605 -0.3295 -8.0123 -0.4 -0.8 1.2
H -1.4989 -1.2594 -6.7385 -1.4 -0.4 0.2
H 2.9602 -3.7188 -7.7955 -0.5 -1.0 -0.6
H 4.6085 -3.3839 -7.3034 0.2 -0.2 0.2
H 3.8776 -2.3681 -8.5421 -0.4 -0.3 0.4
H 2.1754 0.4423 -7.8448 0.1 0.5 0.4
C 4.8894 -0.5297 -2.2866 1.1 -2.5 0.2
C 6.3098 -1.2152 -2.3411 0.2 0.3 -0.1
C 7.1882 -0.7262 -1.1868 -1.0 -0.9 1.0
C 6.6661 -1.3885 0.1388 1.0 2.0 0.5
C 6.5115 -2.8926 0.0415 -0.1 0.5 0.6
C 5.6168 -3.3716 -1.0760 0.3 0.3 -2.0
N 6.2542 -2.7262 -2.3128 -0.3 1.0 -0.1
O 5.4422 -3.0522 -3.4555 -0.4 -0.2 0.3
C 5.8822 -4.8627 -1.3200 -0.5 -1.3 0.9
C 4.1105 -3.0888 -0.9112 0.6 -1.1 -0.7
C 7.0715 -0.7898 -3.6031 -0.2 -0.4 -0.7
H 4.7169 -0.3458 -1.2557 -0.4 0.9 0.8
H 4.0903 -1.2320 -2.5626 0.4 0.5 -0.5
H 4.9375 0.3162 -2.9034 -0.4 1.4 -0.6
H 8.2261 -0.9952 -1.3979 0.0 -0.3 0.2
H 7.1916 0.3718 -1.1487 -0.3 -0.2 0.1
H 5.7159 -0.9243 0.4850 0.3 -0.2 -0.5
H 7.3721 -1.0620 0.9651 -0.6 -0.8 -0.8
H 6.0942 -3.2039 1.0028 0.2 -0.5 0.0
H 7.4807 -3.3381 -0.1630 0.2 -0.2 0.4
H 5.1745 -5.3774 -2.0325 0.9 0.8 0.5
H 6.9297 -5.0155 -1.5630 0.0 0.2 -0.8
H 5.8724 -5.4623 -0.3823 -0.7 0.5 -0.2
H 3.7291 -3.9087 -0.3186 -0.2 0.2 1.1
H 3.8907 -2.0811 -0.5444 -0.3 -0.6 0.0
H 3.6147 -3.3822 -1.8553 0.2 1.0 0.0
H 7.3423 0.2847 -3.6200 -0.2 -0.6 0.3
H 6.4234 -0.9792 -4.4517 0.1 0.2 -0.3
H 7.9772 -1.4003 -3.7763 -0.3 0.3 0.4
H 6.0196 -3.4583 -4.1102 0.3 0.0 0.3
C 3.0369 -5.1076 4.5440 1.7 1.1 0.1
C 2.9242 -3.8777 5.5424 -0.6 -1.4 0.5
C 4.2916 -3.3998 6.0530 0.0 0.1 -1.3
C 5.0769 -2.6851 4.9588 -0.2 0.6 1.2
C 4.2745 -1.5021 4.4853 0.1 -0.1 -1.2
C 2.9009 -1.9107 4.0067 -1.7 1.7 -0.1
N 2.2152 -2.7098 5.0256 0.1 0.0 -0.2
O 0.9068 -3.0902 4.5199 1.5 -0.2 -0.4
C 1.9889 -0.6224 3.9029 1.2 -0.1 1.5
C 2.8896 -2.4831 2.5948 1.3 -0.2 0.9
C 2.0840 -4.2681 6.8165 -0.7 1.4 -1.8
H 2.1801 -5.0850 3.8890 -0.3 -0.4 -0.1
H 3.1773 -6.0199 5.1057 -0.7 -0.4 0.3
H 3.9787 -5.1378 3.9114 -1.0 0.7 0.5
H 4.1500 -2.7088 6.8778 0.0 0.0 0.3
H 4.9109 -4.2321 6.3305 0.0 -0.6 0.7
H 5.4071 -3.3806 4.2018 0.0 0.0 -0.5
H 5.9354 -2.2383 5.4340 0.8 -0.2 0.1
H 4.7763 -1.0936 3.5837 -0.2 0.3 0.6
H 4.1993 -0.7446 5.2877 0.1 -0.3 -0.4
H 0.9843 -1.0361 3.7187 0.2 0.8 -0.1
H 2.0506 -0.0931 4.9427 -0.3 -0.8 -2.0
H 2.3885 0.0219 3.0862 -0.6 -0.2 0.6
H 3.6734 -3.2185 2.4281 0.2 -0.1 0.0
H 1.9586 -2.9770 2.4952 -1.1 -0.2 -0.8
H 3.0677 -1.6331 1.9477 -0.3 -0.2 -0.6
H 0.9936 -4.4599 6.5610 1.5 0.2 0.4
H 2.2180 -3.3660 7.4248 -0.6 -0.3 0.3
H 2.5147 -5.0817 7.3140 0.6 -1.4 0.7
H 0.3475 -2.8228 5.2462 -0.5 0.1 0.6
C -0.5956 4.4303 1.6820 0.9 1.5 0.3
C -1.7684 5.0175 2.4616 -2.1 -1.2 -1.7
C -2.2227 6.2691 1.7601 0.1 3.0 1.0
C -3.6226 6.8621 2.1410 1.1 -1.7 1.3
C -4.6592 5.7949 1.8427 0.0 0.1 0.8
C -4.2954 4.4497 2.4909 -0.7 -0.2 1.5
N -2.9254 4.0805 2.2043 1.6 -1.0 0.2
O -2.6216 2.8139 2.8554 0.2 1.1 0.7
C -4.6585 4.4361 3.9890 -1.1 -0.2 -0.9
C -5.2227 3.4523 1.8550 -1.3 -1.2 0.1
C -1.4177 5.3010 3.9172 -0.2 -0.5 0.9
H 0.3126 5.0821 1.8984 -0.9 -0.8 -0.6
H -0.7774 4.3103 0.6042 -0.1 0.5 0.3
H -0.4144 3.4600 2.0497 0.5 -1.1 0.6
H -1.4293 6.9971 2.0437 -0.5 0.1 -0.3
H -2.2397 6.2779 0.6839 0.4 -0.9 -0.5
H -3.8246 7.7060 1.5635 -0.1 1.5 -1.1
H -3.6613 7.2274 3.1835 0.0 -0.4 -0.2
H -4.6659 5.5985 0.7612 -0.4 0.4 0.3
H -5.6562 6.1141 2.2568 0.7 -0.5 -0.8
H -4.3034 5.2687 4.5395 0.2 0.9 0.6
H -5.7497 4.3616 4.0127 0.0 0.6 0.3
H -4.3969 3.5328 4.4913 0.8 -0.7 0.2
H -5.3641 2.4560 2.3109 0.9 0.3 0.1
H -6.2469 3.8287 1.9299 0.0 0.4 -0.3
H -4.9904 3.2983 0.8213 0.2 -0.1 -0.7
H -1.4043 4.4141 4.6475 -0.2 1.2 -1.2
H -2.0878 6.0940 4.3015 0.5 -0.5 0.1
H -0.3913 5.6586 3.8947 0.1 0.3 0.3
H -2.2278 3.0839 3.7359 -0.8 -0.6 -1.2
C 2.9323 3.2025 6.7259 -0.1 0.4 -1.7
C 1.3777 3.0320 6.6872 0.3 1.6 0.1
C 0.9155 2.6853 5.2977 0.5 0.3 -0.7
C -0.4508 2.0620 5.3570 -1.6 0.3 -2.2
C -0.5903 0.8035 6.1409 0.6 -0.1 2.0
C -0.3310 1.2540 7.6029 1.8 0.0 -1.3
N 1.0679 1.8881 7.5204 -0.8 -0.7 0.0
O 1.4064 2.1943 8.8372 0.3 0.7 1.5
C -1.4587 2.1129 8.1149 0.8 1.2 2.4
C -0.0689 0.0371 8.4845 -1.6 0.1 -0.8
C 0.7042 4.4083 7.0516 0.6 -1.1 1.0
H 3.3178 3.4829 7.6866 0.0 0.1 0.7
H 3.3014 4.0640 6.0385 -0.7 -1.7 0.8
H 3.3553 2.2074 6.4436 0.0 0.9 0.0
H 0.9659 3.6341 4.7024 -0.3 -0.9 0.2
H 1.5873 1.9715 4.8260 0.2 0.0 0.0
H -0.8404 1.8640 4.3356 0.4 0.2 0.3
H -1.1744 2.7619 5.7996 0.2 0.0 -0.3
H 0.1648 0.0312 5.9641 -0.3 0.1 -0.6
H -1.6031 0.3908 6.0896 0.1 0.0 -0.2
H -1.8427 2.9893 7.5574 0.2 -0.9 -0.1
H -2.2364 1.4619 8.4984 -0.5 0.0 -0.4
H -1.0457 2.5657 9.0524 -0.4 -0.1 -0.5
H 0.7169 -0.5127 7.9830 0.2 -0.4 0.1
H 0.2270 0.2862 9.4945 -0.2 0.0 0.2
H -1.0288 -0.5215 8.4261 0.7 0.0 0.5
H -0.2886 4.5214 6.6540 -0.6 -0.2 0.2
H 1.2648 5.1953 6.6262 0.8 0.8 -0.9
H 0.7703 4.6283 8.1188 -0.4 -0.3 0.1
H 2.3543 2.0423 8.9554 -0.3 -0.2 -0.3
C -1.4981 -0.8959 1.2794 0.8 1.6 0.6
C -0.5821 -0.2738 0.2137 -1.0 0.2 -0.7
C 0.3601 -1.3745 -0.2950 -0.7 0.9 -1.9
C 1.0643 -0.9926 -1.6248 -0.5 -2.2 -0.6
C 0.0009 -0.7220 -2.7144 1.7 1.1 0.4
C -0.9788 0.3849 -2.2492 -0.3 -0.8 -1.4
N -1.5193 -0.0010 -0.9628 1.0 -0.2 1.4
O -2.4283 1.0159 -0.5569 1.1 0.7 0.2
C -0.2997 1.7491 -2.3569 -0.2 0.0 -1.6
C -2.1269 0.2777 -3.2457 -0.6 0.6 -0.8
C 0.1731 1.0014 0.7504 -1.9 -1.2 0.4
H -2.1312 -1.6919 0.9570 0.2 -1.0 -0.4
H -2.1980 -0.1525 1.6282 -0.3 0.7 0.1
H -0.8866 -1.1079 2.1563 0.0 -0.6 -0.1
H 1.0208 -1.6949 0.4594 1.0 -0.3 1.0
H -0.2935 -2.1829 -0.5511 -0.3 -0.7 0.1
H 1.8553 -1.7517 -1.9583 -1.2 0.9 0.5
H 1.5445 -0.1008 -1.4586 1.7 2.1 0.3
H -0.4431 -1.6465 -2.9288 -1.4 -1.3 0.0
H 0.4152 -0.4482 -3.7243 0.1 0.2 1.1
H -0.6836 2.5229 -1.7503 -0.7 0.6 1.1
H 0.7140 1.5912 -2.1325 1.6 0.2 0.4
H -0.2943 2.2215 -3.3783 -0.3 -0.9 0.7
H -2.7530 1.1867 -3.2986 0.4 -0.1 0.0
H -1.6661 0.1084 -4.2469 -0.7 0.1 0.5
H -2.8367 -0.5195 -2.9855 0.5 -0.2 -0.2
H -0.5296 1.8814 0.7649 0.8 -1.0 0.1
H 0.9575 1.1288 0.0484 1.0 0.7 -0.3
H 0.5554 0.7257 1.7641 -0.2 0.6 -0.7
H -3.2429 0.6041 -0.7659 -1.6 -0.5 -0.1
```
Positions in Å, forces in eV/Å.

Computed properties:
HOMO-LUMO gap: 8.6309 eV
SMILES: CC1(C)CCCC(C)(C)N1O.CC1(C)CCCC(C)(C)N1O.CC1(C)CCCC(C)(C)N1O.CC1(C)CCCC(C)(C)N1O.CC1(C)CCCC(C)(C)N1O.CC1(C)CCCC(C)(C)N1O.CC1(C)CCCC(C)(C)N1O.CC1(C)CCCC(C)(C)N1O.CC1(C)CCCC(C)(C)N1O.COC[C@H](C)N.COC[C@H](C)N.COC[C@H](C)N
ΔE to the lowest compared entry with this formula, charge and spin: 95.9 kcal per mole
2S+1: 1
total charge: 0

Atom charges from the Löwdin analysis, given in e for atoms 1 to 6: C -0.058; C -0.431; C -0.229; O -0.169; C -0.116; N 0.061